This record from the OMol25 dataset describes C2H3NO3S in the gas phase. The level of theory is the ωB97M-V functional and the def2-TZVPD basis.

Last column: natural (NBO) charge in e.
Positions of all 10 atoms, in Å:
S (0.53, -1.17, -0.54)  2.22
O (-1.03, -1.22, 0.08)  -0.54
O (1.32, -2.00, 0.28)  -0.87
O (0.70, -1.24, -1.95)  -0.87
N (-1.45, -0.25, 0.91)  -0.02
C (0.34, 0.94, -0.12)  -0.60
C (-0.83, 0.85, 0.75)  -0.01
H (-0.99, 1.51, 1.45)  0.20
H (1.12, 1.52, 0.34)  0.24
H (0.28, 1.05, -1.19)  0.26

Results
Energy above the lowest of the compared OMol25 structures with the same formula, charge and spin (kcal per mole): 90.39
LUMO level (eV): -0.01
E (eV): -20586.287
F_max (hartree/bohr): 0.095
Multiplicity: 1
HOMO (eV): -10.4
Kohn-Sham gap (eV): 10.437